Record 1
Here is the molecule C7H18NPSSi from the Open Molecules 2025 dataset. Energies are from ωB97M-V/def2-TZVPD.

Its total charge is 0. The SMILES is CN(C)C(=S)P(C)[Si](C)(C)C. The calculation puts the frontier orbital gap at 8.467 eV. The energy comes out at -1361.23388 a.u. As for the LUMO energy: 0.752 eV.

```
29
C7H18NPSSi | the Open Molecules 2025 dataset | ωB97M-V/def2-TZVPD
S 1.724 -2.378 0.309
P 0.099 -0.350 -1.334
Si -1.501 0.273 0.144
N 2.251 0.209 0.257
C -0.384 -2.396 -2.147
C 3.268 0.059 1.261
C -1.524 2.186 -0.129
C 1.500 -0.849 -0.158
C -3.168 -0.402 -0.626
C 2.099 1.550 -0.264
C -1.287 -0.382 1.887
H 4.017 0.820 0.847
H -1.317 2.828 0.893
H 0.404 -2.951 -1.703
H -2.473 2.676 -0.448
H 3.054 0.404 2.228
H -0.299 -2.292 -3.244
H -3.087 -1.030 -1.548
H 3.645 -0.946 1.385
H -0.810 2.400 -0.937
H 1.659 2.096 0.532
H 1.316 1.522 -1.028
H -3.980 0.239 -0.769
H -3.446 -1.153 0.137
H -1.464 -1.444 1.875
H -0.252 -0.145 2.141
H 3.170 1.866 -0.557
H -1.378 -2.527 -1.684
H -1.839 0.117 2.680
```


Record 2
Here is a cluster of 6 separate species, C7H18O6 in total from the Open Molecules 2025 dataset. Energies are from ωB97M-V/def2-TZVPD.

Its relative energy (zero: lowest compared OMol25 entry of this formula, charge and spin) is 0.0 kcal/mol. Its total charge is 0. The SMILES is Cc1ccc(O)cc1.O.O.O.O.O. The calculation puts the frontier orbital gap at 9.025 eV. The energy comes out at -728.94707 a.u. As for the LUMO energy: 0.464 eV.

```
31
C7H18O6 | the Open Molecules 2025 dataset | ωB97M-V/def2-TZVPD
O -1.652 0.203 -3.010
O -2.884 2.264 -0.310
O -2.571 -0.485 -0.383
O 1.090 3.091 0.133
O 0.802 -3.460 -1.574
O 3.287 -1.290 0.174
C 0.185 -0.372 -0.159
C 0.548 0.078 2.154
C 0.774 1.429 1.859
C 0.214 -0.828 1.158
C 0.818 1.805 0.532
C 0.049 -2.273 1.524
C 0.482 0.939 -0.508
H 1.065 2.063 2.685
H -2.095 0.423 -2.176
H -0.778 -2.465 2.223
H -0.334 -2.862 0.691
H 0.932 -2.695 2.001
H -3.299 -1.074 -0.626
H 3.623 -0.417 -0.055
H 2.505 -1.090 0.710
H 1.059 -4.361 -1.339
H -1.488 -0.744 -2.906
H -0.243 -1.044 -0.874
H -3.176 2.760 -1.073
H 0.840 -0.230 3.151
H -2.831 -0.267 0.522
H 0.273 1.259 -1.515
H -1.975 2.373 -0.023
H 1.685 -3.061 -1.605
H 1.319 3.675 0.861
```


> The highest energy belongs to which entry?

C7H18O6


> total charge of number 2 (C7H18O6)?

0